<one>
ORCA calculation (ωB97M-V with the def2-TZVPD basis set) on a single C8H9BrO2 molecule.

Output
Multiplicity = 1
Molecular weight = 217.06 Da
HOMO-LUMO gap = 9.223 eV
HOMO energy = -8.99 eV
LUMO = 0.23 eV

Geometry (Å):
C1 1.78 1.38 0.09
C2 0.93 1.00 1.09
C3 0.89 -0.56 -1.19
C4 -0.08 -0.82 -0.29
C5 -0.80 -2.12 -0.26
C6 1.87 0.54 -1.14
C7 -0.07 -0.03 1.10
C8 -2.34 0.61 0.24
O1 -1.12 -2.73 0.73
O2 -1.34 0.48 1.33
Br1 0.41 -1.18 2.61
H1 2.40 2.26 0.18
H2 1.15 1.55 2.02
H3 0.87 -1.00 -2.11
H4 -1.40 -2.33 -1.18
H5 1.89 1.04 -2.07
H6 2.92 0.03 -1.03
H7 -3.30 0.90 0.64
H8 -2.57 -0.32 -0.18
H9 -2.09 1.29 -0.59

***

<two>
ORCA calculation (ωB97M-V with the def2-TZVPD basis set) on a single C8H9BrO2 molecule.

Output
Multiplicity = 1
Molecular weight = 217.06 Da
HOMO-LUMO gap (spin up / spin down) = 7.641 / 7.642 eV
HOMO energy (spin up / spin down) = -7.74 / -7.74 eV
LUMO (spin up / spin down) = -0.10 / -0.10 eV

Geometry (Å):
C1 -0.47 0.57 -2.27
C2 0.88 0.06 -2.01
C3 -1.48 0.38 -1.37
C4 1.33 -0.76 -1.01
C5 -0.64 1.79 0.34
C6 -1.28 0.49 0.03
C7 0.62 -0.90 0.27
C8 0.76 -0.60 2.67
O1 -0.61 2.17 1.46
O2 1.04 -0.24 1.32
Br1 -0.10 -2.64 0.44
H1 -0.83 0.60 -3.34
H2 1.64 -0.02 -2.82
H3 -2.51 0.30 -1.76
H4 2.07 -1.53 -1.11
H5 -0.44 2.35 -0.59
H6 -1.96 0.13 0.76
H7 -0.33 -0.83 2.63
H8 1.01 0.24 3.31
H9 1.30 -1.58 3.04

***

The structure shown above that is most stable: <one>.